DFT (ωB97M-V/def2-TZVPD) results for C11H21N5O5 in the gas phase at a distorted geometry.

Properties
strongest force on any atom: 3.94 eV/Å
structure (SMILES): [H]/N=C(\N)NCCC[C@H](N)C(=O)N[C@@H](CCC(=O)O)C(=O)O
calculated total energy: -1081.72115 Eh
energy relative to the best compared isomer or geometry (same formula, charge and spin): 290.1 kJ/mol
2S+1: 1
total charge: 0

The geometry in XYZ format:
```
42
C11H21N5O5, DFT ωB97M-V/def2-TZVPD
H -1.79765 3.94020 0.89162
N -1.81696 3.34716 0.06270
C -2.34435 2.15980 0.25198
N -3.04876 1.76278 1.43948
N -2.19241 1.16377 -0.65016
C -3.01145 0.00337 -0.76177
C -2.54059 -1.01236 -1.75196
C -1.32415 -1.77171 -1.15655
C -0.09825 -0.85575 -1.26771
N 0.07351 -0.26075 -2.53480
C 1.26284 -1.53758 -0.91843
O 1.94951 -1.87612 -1.82302
N 1.53405 -1.90797 0.34206
C 1.54811 -1.07250 1.60561
C 1.84748 0.38943 1.38911
C 3.17157 0.55539 0.75983
C 3.51821 1.75490 -0.05016
O 2.89934 2.79056 -0.09752
O 4.62005 1.46915 -0.81874
C 0.15010 -1.17727 2.16685
O -0.74791 -0.34108 2.20383
O -0.05171 -2.34977 2.75607
H -3.57806 2.59906 1.74570
H -2.27210 1.46928 2.07556
H -1.50823 1.36645 -1.41969
H -3.09440 -0.54286 0.25084
H -4.01214 0.26166 -1.04199
H -3.36207 -1.71210 -2.08397
H -2.27423 -0.50182 -2.71729
H -1.06992 -2.63645 -1.83373
H -1.47547 -2.15943 -0.15315
H -0.20205 -0.11200 -0.41393
H 0.64532 -0.95844 -3.07334
H 0.77259 0.46953 -2.47844
H 1.43394 -2.93312 0.54022
H 2.25170 -1.63721 2.14225
H 1.65496 0.88051 2.32858
H 1.12781 0.82880 0.64243
H 3.92396 0.56016 1.49503
H 3.50852 -0.26182 0.11338
H 4.75474 2.14310 -1.51498
H -0.82541 -2.29696 3.35823
```

DFT (ωB97M-V/def2-TZVPD) results for a molecular structure, C43H33BrF5NO2SSbTl at a distorted geometry.

Properties
strongest force on any atom: 2.79 eV/Å
calculated total energy: -5747.71412 Eh
energy relative to the best compared isomer or geometry (same formula, charge and spin): 0.0 kJ/mol
2S+1: 1
total charge: 0

The geometry in XYZ format:
```
88
C43H33BrF5NO2SSbTl, DFT ωB97M-V/def2-TZVPD
Tl 1.14417 2.17669 1.77328
S -1.48711 0.82533 5.75633
C -2.77642 1.59660 4.86267
C -4.09081 1.83218 5.23041
C -5.05809 2.08312 4.24362
C -4.68199 2.26587 2.91178
C -3.32098 2.12089 2.51698
C -2.38629 1.72097 3.49581
N -1.14018 1.18049 3.22805
C -0.52379 0.68016 4.29139
C 0.84292 0.15594 4.19070
C 1.35425 -0.85552 5.11438
C 2.63068 -1.34452 5.04140
C 3.53535 -0.80890 4.11281
C 3.06930 0.16892 3.18676
C 1.74494 0.61342 3.22230
H -4.34773 1.82593 6.27451
H -6.10406 2.21431 4.54197
H -5.37256 2.73168 2.20035
H -3.07133 2.18748 1.43026
H 0.80142 -1.27768 5.98183
H 3.00125 -2.06278 5.75205
H 4.54882 -1.25709 3.99770
H 3.75849 0.66773 2.46335
F 1.71412 5.85923 2.04283
C 0.66550 4.98968 2.13635
F 0.18671 5.02041 3.43038
C -0.46524 5.45619 1.25395
F -1.44745 4.56019 1.29072
F -1.03810 6.64456 1.65782
F -0.00837 5.58690 -0.00884
C 2.75689 -2.04250 -2.35223
C 1.60566 -2.42307 -3.19010
C 1.89993 -3.19507 -4.34399
C 0.96182 -3.44455 -5.33092
C -0.35448 -3.04825 -5.10737
C -0.69216 -2.53027 -3.88460
C 0.28087 -2.18387 -2.91819
Sb -0.29831 -1.18570 -1.09964
C -1.71633 -2.50878 -0.03540
C -2.37093 -2.00350 1.12442
C -3.15212 -2.81870 1.90854
C -3.36783 -4.09231 1.57148
C -2.68681 -4.68635 0.50564
C -1.83806 -3.89107 -0.21899
C -1.15651 -4.52858 -1.41687
C -1.63559 0.31167 -2.07435
C -1.06700 1.60111 -2.15595
C -1.87866 2.69818 -2.27951
C -3.27859 2.58676 -2.27723
C -3.81585 1.33150 -2.35338
C -3.00037 0.16321 -2.19242
C -3.71432 -1.16855 -2.30123
H 3.62197 -1.95783 -3.01675
H 3.02601 -2.90603 -1.66766
H 2.65954 -1.07878 -1.82088
H 2.90036 -3.55889 -4.52931
H 1.27252 -3.99930 -6.23253
H -1.19136 -3.21778 -5.83062
H -1.72829 -2.40246 -3.60662
H -2.24025 -0.93354 1.41857
H -3.67381 -2.42473 2.71145
H -3.85103 -4.75986 2.21796
H -2.97466 -5.75204 0.29909
H -1.18730 -5.62673 -1.26421
H -0.05068 -4.29373 -1.43037
H -1.64924 -4.28382 -2.35611
H 0.02146 1.72194 -1.99018
H -1.43069 3.64641 -2.39293
H -3.93192 3.49748 -2.36098
H -4.89352 1.17351 -2.31779
H -4.20174 -1.21439 -3.28624
H -4.47130 -1.22688 -1.53025
H -3.05464 -2.03723 -2.18242
Br 8.67659 2.00978 -1.46713
C 6.90640 1.59875 -1.92851
C 6.56128 1.38610 -3.27482
C 5.22958 1.39799 -3.61821
C 4.32835 1.25542 -2.57536
C 4.64142 1.43892 -1.22051
C 5.96719 1.64468 -0.89109
C 3.50987 1.56250 -0.24875
O 3.79686 2.16026 0.86415
O 2.36595 1.03005 -0.50646
H 7.39599 1.24766 -3.97874
H 4.92018 1.57574 -4.63227
H 3.29825 1.00481 -2.71909
H 6.27198 1.82228 0.16396
```